1.
C20H25IN2O | the ωB97M-V functional and the def2-TZVPD basis

Total energy in eV: -34274.4039
Energy above the lowest of the compared OMol25 structures with the same formula, charge and spin in kcal per mole: 1.2
Structure (SMILES): C[C@H]1CCCC[C@H]1Nc1cc(CCc2ccccc2)[nH]c(=O)c1I

```
! RIJCOSX wB97M-V def2-TZVPD def2/J DEFGRID3
* xyz 0 1
O -1.465 3.598 3.636
I 1.890 2.665 4.032
C -1.106 3.039 2.608
C -0.442 2.003 0.130
C 0.275 2.608 2.420
C 0.601 2.114 1.167
C -1.735 2.503 0.355
C -1.115 -2.518 -1.068
C -1.307 -1.647 -2.135
C -1.589 -2.227 0.202
C -2.035 -0.494 -1.914
C -2.369 -1.082 0.411
C -2.632 -0.215 -0.693
N -2.012 3.090 1.577
N 1.939 1.821 0.963
C 4.714 1.910 0.004
C -2.761 2.397 -0.701
C -3.513 1.015 -0.545
C 2.118 -1.005 2.106
C 3.600 -1.178 2.222
C 1.766 -0.598 0.633
C 4.363 0.090 1.772
C 2.432 0.679 0.193
C 3.966 0.613 0.352
H -0.211 1.566 -0.830
H -0.519 -3.409 -1.183
H -0.872 -1.815 -3.122
H -1.381 -2.914 1.023
H -2.179 0.160 -2.765
H -2.799 -0.873 1.403
H -2.889 3.543 1.737
H 2.540 2.099 1.744
H 4.397 2.721 0.680
H 5.793 1.822 0.133
H 4.540 2.197 -1.029
H -2.297 2.455 -1.668
H -3.509 3.219 -0.603
H -4.036 0.959 0.401
H -4.331 0.947 -1.314
H 1.797 -0.228 2.797
H 1.619 -1.957 2.361
H 3.838 -1.356 3.269
H 3.974 -2.013 1.594
H 0.687 -0.498 0.491
H 2.091 -1.430 -0.019
H 5.439 -0.054 1.853
H 4.135 0.850 2.541
H 2.187 0.837 -0.882
H 4.332 -0.081 -0.414
*
```

---

2.
C38H73N7O18 | the ωB97M-V functional and the def2-TZVPD basis

Total energy in eV: -87863.6486

```
! RIJCOSX wB97M-V def2-TZVPD def2/J DEFGRID3
* xyz 0 1
C -5.859 -15.031 2.789
O -5.630 -13.587 2.913
C -5.752 -12.727 1.827
C -5.464 -11.286 2.367
O -4.048 -11.236 2.753
C -3.746 -11.491 4.143
C -2.275 -11.043 4.428
O -2.079 -9.627 4.306
C -2.491 -8.949 5.473
H -5.898 -15.511 3.767
H -5.068 -15.559 2.256
H -6.847 -15.054 2.328
H -6.707 -12.696 1.302
H -4.960 -13.070 1.160
H -6.214 -11.014 3.109
H -5.472 -10.633 1.494
H -3.794 -12.580 4.137
H -4.420 -11.026 4.862
H -1.749 -11.537 3.612
H -1.730 -11.332 5.327
H -1.778 -9.143 6.275
H -3.486 -9.283 5.769
H -2.430 -7.887 5.234
C 2.755 0.486 2.642
O 3.402 0.881 1.423
C 4.284 1.904 1.723
C 5.147 2.387 0.544
O 4.424 3.281 -0.408
C 4.830 3.068 -1.716
C 4.072 4.021 -2.651
O 2.736 3.617 -2.552
C 1.792 4.626 -2.752
H 1.988 1.153 3.035
H 3.535 0.352 3.391
H 2.194 -0.401 2.345
H 5.069 1.585 2.408
H 3.716 2.730 2.150
H 5.561 1.473 0.118
H 5.951 2.999 0.953
H 4.733 2.034 -2.049
H 5.834 3.481 -1.613
H 4.449 3.855 -3.660
H 4.205 5.057 -2.340
H 1.976 5.364 -3.533
H 1.787 5.045 -1.746
H 0.830 4.135 -2.898
C -7.286 4.735 -2.716
O -6.007 4.680 -2.020
C -5.375 3.511 -2.093
O -5.808 2.448 -2.512
O -4.194 3.607 -1.481
C -3.371 2.505 -1.324
H -7.219 4.400 -3.751
H -7.632 5.768 -2.758
H -8.073 4.186 -2.199
H -2.748 2.589 -0.434
H -2.744 2.234 -2.173
H -3.822 1.613 -0.891
C -0.655 7.510 3.971
O 0.297 7.040 4.827
C 1.037 7.943 5.565
O 0.930 9.182 5.524
O 1.821 7.267 6.285
C 2.819 7.928 7.028
H -1.264 8.203 4.552
H -1.233 6.632 3.683
H -0.194 7.962 3.094
H 2.339 8.483 7.833
H 3.472 8.611 6.484
H 3.443 7.115 7.399
C -6.869 -5.220 4.661
O -7.623 -6.089 5.553
C -8.907 -6.070 5.655
O -9.712 -5.281 5.061
O -9.347 -7.021 6.542
C -10.689 -6.899 7.025
H -5.855 -5.491 4.370
H -6.868 -4.199 5.043
H -7.420 -5.115 3.726
H -10.870 -5.988 7.596
H -10.719 -7.661 7.803
H -11.409 -7.043 6.219
C 6.829 2.280 -12.452
O 8.247 1.800 -12.414
C 9.075 1.602 -13.545
O 8.788 1.968 -14.709
O 10.124 0.988 -13.188
C 11.018 0.388 -14.105
H 6.671 2.473 -11.391
H 6.146 1.537 -12.864
H 6.738 3.278 -12.883
H 11.864 -0.123 -13.646
H 11.600 1.187 -14.564
H 10.570 -0.195 -14.910
C 3.558 10.032 0.390
C 4.811 9.538 0.795
N 5.817 9.208 1.093
H 3.254 10.881 1.002
H 2.951 9.133 0.505
H 3.546 10.352 -0.652
C 9.564 -2.937 6.210
C 8.494 -3.846 6.501
N 7.611 -4.519 6.830
H 9.717 -2.211 7.008
H 9.366 -2.500 5.231
H 10.492 -3.503 6.292
C -5.684 9.329 -6.984
C -7.048 9.428 -7.355
N -8.131 9.390 -7.722
H -5.316 8.308 -6.876
H -5.418 9.885 -6.085
H -5.026 9.756 -7.741
C 10.295 10.053 -3.816
C 8.990 10.527 -4.252
N 7.933 10.868 -4.582
H 10.912 10.813 -3.338
H 10.890 9.775 -4.686
H 10.325 9.150 -3.206
C 3.894 -6.295 0.834
C 4.605 -6.935 -0.282
N 5.071 -7.439 -1.199
H 4.436 -6.548 1.745
H 2.814 -6.439 0.813
H 4.239 -5.272 0.684
C -7.592 -0.907 9.091
C -6.209 -0.594 8.840
N -5.079 -0.359 8.672
H -8.111 -1.394 8.265
H -8.098 0.034 9.305
H -7.716 -1.613 9.912
C -3.204 2.057 -9.122
C -4.385 2.702 -9.818
N -5.284 3.211 -10.362
H -2.349 2.658 -9.430
H -2.956 1.033 -9.400
H -3.262 2.099 -8.035
*
```

---

3.
C26H36FN4O7P | the ωB97M-V functional and the def2-TZVPD basis

Total energy in eV: -59825.6828
Structure (SMILES): O=[PH2]c1ccc2c(c1)C(=O)c1cccc(F)c1C2=O.CN(C)C=O.CN(C)C=O.CN(C)C=O.CN(C)C=O

```
! RIJCOSX wB97M-V def2-TZVPD def2/J DEFGRID3
* xyz 0 1
O 6.594 -5.656 -1.233
P 5.583 -5.777 -2.442
C 3.906 -4.945 -1.917
C 2.506 -5.327 -2.682
C 1.144 -4.544 -2.213
C 1.267 -3.431 -1.014
C 2.669 -3.056 -0.199
C 4.030 -3.839 -0.669
C 2.611 -1.893 1.002
O 3.300 -1.991 2.142
C 1.647 -0.579 0.629
C 2.053 0.970 1.046
C 1.026 2.176 0.567
C -0.357 1.795 -0.292
C -0.796 0.258 -0.685
F -2.044 -0.048 -1.469
C 0.242 -0.950 -0.200
C -0.074 -2.560 -0.522
O -1.283 -3.124 -0.381
H 5.427 -7.137 -2.891
H 6.048 -4.975 -3.582
H 2.406 -6.101 -3.568
H 0.067 -4.712 -2.674
H 5.067 -3.642 -0.156
H 3.058 1.139 1.641
H 1.306 3.286 0.842
H -1.055 2.679 -0.653
C 1.944 5.757 -0.151
O 1.471 4.825 0.487
N 3.041 6.505 0.218
C 3.539 7.594 -0.595
C 3.718 6.193 1.460
H 1.506 6.078 -1.111
H 4.573 7.379 -0.880
H 3.503 8.518 -0.010
H 2.937 7.719 -1.499
H 4.073 5.159 1.422
H 3.009 6.292 2.287
H 4.564 6.867 1.618
C -4.159 -6.337 -2.315
O -3.088 -6.903 -2.137
N -4.610 -5.240 -1.612
C -5.894 -4.627 -1.884
C -3.777 -4.683 -0.567
H -4.870 -6.679 -3.085
H -5.733 -3.584 -2.171
H -6.504 -4.668 -0.977
H -6.415 -5.146 -2.692
H -2.821 -4.374 -1.001
H -3.588 -5.453 0.187
H -4.264 -3.822 -0.101
C 4.487 5.017 5.141
O 4.349 5.946 4.356
N 3.868 3.789 5.045
C 4.085 2.739 6.018
C 2.971 3.539 3.936
H 5.147 5.100 6.021
H 4.497 1.864 5.508
H 3.127 2.479 6.478
H 4.781 3.061 6.797
H 3.522 3.659 2.998
H 2.158 4.271 3.963
H 2.557 2.528 3.993
C -8.127 -0.954 -2.178
O -8.439 -1.833 -1.385
N -7.113 -0.037 -1.998
C -6.806 0.975 -2.987
C -6.330 -0.086 -0.781
H -8.658 -0.828 -3.136
H -5.772 0.844 -3.317
H -6.924 1.962 -2.531
H -7.472 0.897 -3.851
H -5.849 -1.066 -0.706
H -6.996 0.047 0.077
H -5.568 0.699 -0.780
*
```

---

4.
C4H6O2 | the ωB97M-V functional and the def2-TZVPD basis

Total energy in eV: -8336.6962
Energy above the lowest of the compared OMol25 structures with the same formula, charge and spin in kcal per mole: 86.8
Structure (SMILES): O[C@H]1[C@@H]2C[C@]12O

```
! RIJCOSX wB97M-V def2-TZVPD def2/J DEFGRID3
* xyz 0 1
C -1.197 -0.237 -0.047
C 0.064 -0.602 -0.820
C 0.694 0.852 -0.608
C 0.147 -0.024 0.517
O 2.045 1.245 -0.642
O 0.856 -0.258 1.623
H -1.732 0.691 -0.300
H -1.831 -1.007 0.299
H 0.367 -1.498 -1.397
H 0.047 1.533 -1.004
H 2.547 0.497 -0.283
H 1.189 0.604 2.081
*
```

---

5.
C25H67BO17P4Tl | the ωB97M-V functional and the def2-TZVPD basis

Total energy in eV: -104338.9526
Energy above the lowest of the compared OMol25 structures with the same formula, charge and spin in kcal per mole: 106.3

```
! RIJCOSX wB97M-V def2-TZVPD def2/J DEFGRID3
* xyz 1 1
Tl 1.496 -0.519 -0.726
C 4.626 -3.577 -0.505
O 3.558 -2.676 -0.819
H 4.503 -4.391 0.210
H 4.812 -4.251 -1.341
H 5.486 -2.985 -0.194
B 1.488 2.191 -1.942
H 2.463 1.791 -1.711
H 1.117 1.631 -2.786
H 0.789 2.025 -1.136
H 1.653 3.232 -2.175
C 4.742 5.275 -0.277
C 3.947 4.036 0.103
O 4.723 3.240 0.929
P 4.995 1.691 0.651
O 3.740 0.903 0.393
O 6.163 1.730 -0.481
C 6.069 1.260 -1.794
C 6.530 -0.210 -1.872
O 5.828 1.293 2.005
C 6.061 -0.062 2.361
C 6.507 -0.016 3.804
H 5.689 4.967 -0.718
H 4.216 5.759 -1.100
H 4.998 5.940 0.548
H 2.972 4.213 0.556
H 3.694 3.469 -0.793
H 5.080 1.467 -2.201
H 6.819 1.802 -2.371
H 7.214 -0.326 -2.713
H 7.077 -0.521 -0.981
H 5.786 -0.937 -2.194
H 5.187 -0.713 2.347
H 6.751 -0.564 1.684
H 5.583 0.219 4.333
H 6.818 -0.995 4.168
H 7.247 0.766 3.977
C 0.013 5.119 1.684
C 0.581 3.680 1.827
O -0.298 2.989 2.687
P -1.193 1.774 2.026
O -0.436 0.983 0.960
O -1.704 0.939 3.331
C -2.343 -0.334 3.188
C -3.718 -0.261 2.623
O -2.474 2.680 1.462
C -3.147 3.632 2.344
C -4.009 4.540 1.476
H -0.960 5.152 1.194
H -0.017 5.661 2.629
H 0.549 5.624 0.881
H 0.576 3.253 0.824
H 1.568 3.706 2.287
H -1.720 -0.926 2.517
H -2.298 -0.838 4.154
H -4.350 0.274 3.333
H -3.809 0.241 1.660
H -4.097 -1.280 2.556
H -3.825 3.086 3.000
H -2.532 4.297 2.950
H -4.555 5.242 2.107
H -3.425 5.182 0.816
H -4.717 3.879 0.977
C -5.114 1.510 -1.041
C -3.649 1.732 -1.492
O -3.377 1.088 -2.734
P -2.149 0.036 -2.935
O -1.145 0.140 -1.864
O -1.650 0.486 -4.429
C -0.927 1.678 -4.629
C -1.657 2.523 -5.716
O -2.845 -1.427 -3.158
C -3.877 -1.580 -4.092
C -3.452 -2.704 -5.040
H -5.529 0.506 -1.134
H -5.427 1.982 -0.111
H -5.694 2.156 -1.700
H -3.373 2.786 -1.452
H -2.992 1.336 -0.717
H -0.867 2.375 -3.793
H 0.058 1.299 -4.900
H -1.512 2.085 -6.703
H -2.734 2.390 -5.614
H -1.435 3.590 -5.719
H -4.746 -1.901 -3.517
H -4.111 -0.599 -4.507
H -2.574 -2.455 -5.635
H -3.252 -3.623 -4.489
H -4.254 -2.889 -5.755
C 0.704 -6.278 1.100
C -0.117 -5.600 0.009
O -1.314 -4.992 0.439
P -1.240 -3.546 1.138
O -0.248 -2.565 0.559
O -1.037 -3.912 2.714
C -1.900 -4.776 3.486
C -1.680 -4.552 5.047
O -2.767 -3.038 1.142
C -3.507 -2.846 -0.071
C -4.621 -3.845 0.004
H 0.194 -7.082 1.631
H 1.670 -6.635 0.743
H 0.857 -5.478 1.824
H 0.559 -4.821 -0.342
H -0.356 -6.344 -0.752
H -2.908 -4.485 3.189
H -1.739 -5.810 3.183
H -1.580 -3.475 5.177
H -2.607 -4.789 5.568
H -0.757 -5.011 5.402
H -3.871 -1.820 -0.114
H -2.889 -3.039 -0.948
H -5.371 -3.680 -0.770
H -4.122 -4.799 -0.163
H -5.155 -3.756 0.951
*
```

---

6.
N2O2 | the ωB97M-V functional and the def2-TZVPD basis

Total energy in eV: -7070.1143
Energy above the lowest of the compared OMol25 structures with the same formula, charge and spin in kcal per mole: 17.2

```
! RIJCOSX wB97M-V def2-TZVPD def2/J DEFGRID3
* xyz 0 1
N -0.998 0.529 0.060
N 1.057 0.511 -0.060
O -1.219 -0.595 -0.034
O 1.184 -0.642 0.035
*
```

---

7.
C12H26CrNO9 | the ωB97M-V functional and the def2-TZVPD basis

Total energy in eV: -61206.8003
⟨S²⟩: 6.01
Energy above the lowest of the compared OMol25 structures with the same formula, charge and spin in kcal per mole: 27.0

```
! RIJCOSX wB97M-V def2-TZVPD def2/J DEFGRID3
* xyz -1 5
Cr 0.562 -0.394 -0.650
C -1.708 1.856 -3.643
C -0.610 1.153 -2.867
O 0.572 1.446 -3.000
O -1.015 0.242 -2.046
H -1.675 2.938 -3.491
H -2.746 1.649 -3.369
H -1.595 1.619 -4.703
C 5.082 -0.030 -0.527
C 3.831 0.327 -1.392
O 2.756 -0.276 -1.059
O 3.907 1.369 -2.048
H 5.694 -0.828 -0.962
H 4.785 -0.309 0.487
H 5.757 0.818 -0.404
C 0.603 3.188 1.986
C 0.768 2.596 0.586
O 0.386 1.381 0.459
O 1.289 3.270 -0.289
H 1.367 3.935 2.194
H 0.639 2.441 2.778
H -0.383 3.660 2.031
C 0.523 -2.897 -2.617
O 0.193 -2.272 -1.394
C -0.792 -3.022 -0.695
C -2.005 -2.169 -0.346
N -1.566 -1.100 0.568
C -2.731 -0.390 1.086
C -2.413 0.680 2.133
O -1.636 0.153 3.180
C -1.311 1.037 4.218
H -0.328 -3.103 -3.278
H 1.039 -3.846 -2.446
H 1.121 -2.212 -3.219
H -0.388 -3.459 0.231
H -1.090 -3.965 -1.163
H -2.718 -2.828 0.168
H -2.464 -1.645 -1.183
H -1.141 -1.412 1.442
H -3.524 -1.025 1.506
H -3.132 0.181 0.241
H -3.432 0.961 2.433
H -1.873 1.514 1.684
H -2.209 1.266 4.803
H -0.920 1.984 3.829
H -0.498 0.601 4.794
O 1.488 -1.478 1.058
H 1.100 -2.088 1.695
H 2.443 -1.518 1.204
*
```

---

8.
C3H4N2 | the ωB97M-V functional and the def2-TZVPD basis

Total energy in eV: -6152.3654
Energy above the lowest of the compared OMol25 structures with the same formula, charge and spin in kcal per mole: 81.5
Structure (SMILES): C/C=N\C#N

```
! RIJCOSX wB97M-V def2-TZVPD def2/J DEFGRID3
* xyz 0 1
C -0.615 0.662 0.002
C -0.675 -0.799 -0.268
C 1.523 -0.662 -0.057
H -0.546 1.046 1.174
H -1.474 1.345 -0.559
H 0.495 1.032 -0.438
H -1.486 -1.459 0.165
N 0.454 -1.425 0.063
N 2.324 0.259 -0.082
*
```

---

9.
C3H2HgLiO3 | the ωB97M-V functional and the def2-TZVPD basis

Total energy in eV: -13642.6812
⟨S²⟩: 0.75
Energy above the lowest of the compared OMol25 structures with the same formula, charge and spin in kcal per mole: 95.6

```
! RIJCOSX wB97M-V def2-TZVPD def2/J DEFGRID3
* xyz 2 2
C -1.436 0.405 -0.391
C -0.184 -0.164 0.115
O 0.802 0.788 0.333
C 2.088 0.461 0.025
O 2.351 -0.716 -0.257
O -2.537 -0.066 -0.251
Hg 3.902 0.374 0.819
H -0.309 -0.892 0.926
H -0.283 -0.428 -1.141
Li -4.393 0.237 -0.177
*
```